The following is a DFT calculation (ωB97M-V/def2-TZVPD) of a molecular structure, C7H7N2O2S2 at a distorted geometry.

Results
Kohn-Sham gap = 8.12 eV
2S+1 = 1
net charge = -1
maximum force = 3.74 eV/A
LUMO energy = 3.27 eV
electronic energy = -1327.35331 Ha

XYZ file:
```
20
Properties=species:S:1:pos:R:3:mulliken_charge:R:1
C -2.21 -0.46 0.84 -0.2670
C -1.47 -1.46 0.18 -0.7915
C -1.77 0.82 1.02 -0.6315
C -0.16 -1.12 -0.11 -0.1868
C -0.45 1.15 0.63 -0.0428
C 0.37 0.17 0.03 0.5008
C 4.81 -0.90 -0.18 0.2651
N 4.85 -0.22 -1.12 -0.6576
N 1.61 0.35 -0.53 -0.3176
O 2.15 3.02 -0.12 -0.5509
O 3.53 1.67 -1.61 -0.5893
S 4.77 -1.90 1.11 -0.4700
S 2.72 1.72 -0.23 0.4870
H -3.25 -0.65 1.12 0.2816
H -1.93 -2.36 -0.05 0.4211
H -2.41 1.54 1.52 0.3414
H 0.34 -1.88 -0.73 0.2266
H 0.03 2.23 0.79 0.1512
H 4.34 0.95 -1.43 0.5352
H 1.95 -0.24 -1.28 0.2950
```

The following is a DFT calculation (ωB97M-V/def2-TZVPD) of a molecular structure, C29H34CoN7O2S at a distorted geometry.

Results
Kohn-Sham gap (spin up / spin down) = 6.29 / 6.29 eV
2S+1 = 4
energy above the lowest of the compared OMol25 structures with the same formula, charge and spin = 0.216 eV
net charge = -1
maximum force = 1.52 eV/A
LUMO energy (spin up / spin down) = 2.32 / 2.32 eV
electronic energy = -3440.13309 Ha

XYZ file:
```
74
Properties=species:S:1:pos:R:3:lowdin_spin:R:1
Co -0.04 -0.22 -0.18 2.7245
C -3.06 0.93 -3.20 0.0000
C -1.52 0.98 -3.31 -0.0003
C -0.85 1.93 -2.30 0.0045
N 0.25 1.33 -1.59 0.0376
C 1.49 1.60 -1.91 0.0030
C 1.90 2.21 -3.13 0.0040
C 3.11 2.79 -3.47 0.0006
C 4.20 3.09 -2.68 0.0029
C 4.38 2.74 -1.34 0.0007
C 3.65 1.86 -0.58 0.0014
C 2.48 1.11 -0.92 0.0036
N 2.12 0.02 -0.31 0.0394
C 2.99 -0.61 0.65 0.0038
C 2.42 -1.97 1.04 0.0008
C 1.89 -2.71 -0.18 0.0009
N 0.58 -2.23 -0.56 0.0290
C -0.05 -2.85 -1.53 0.0061
C 0.59 -3.75 -2.42 0.0097
C 0.08 -4.69 -3.29 0.0015
C -1.24 -5.11 -3.47 0.0126
C -2.35 -4.55 -2.85 0.0012
C -2.46 -3.39 -2.10 0.0124
C -1.48 -2.46 -1.65 0.0024
N -1.75 -1.27 -1.20 0.0282
C -3.11 -0.78 -1.28 0.0019
C -3.58 -0.43 -2.71 0.0002
H -3.52 1.14 -4.17 0.0000
H -3.41 1.70 -2.51 0.0000
H -1.24 1.27 -4.33 0.0000
H -1.12 -0.01 -3.12 -0.0002
H -1.59 2.19 -1.53 0.0003
H -0.54 2.87 -2.78 0.0015
H 1.16 2.17 -3.92 0.0004
H 3.18 3.11 -4.51 0.0000
H 5.00 3.67 -3.14 0.0002
H 5.25 3.17 -0.85 0.0000
H 4.01 1.69 0.43 0.0002
H 3.10 0.00 1.55 0.0001
H 3.99 -0.74 0.21 0.0011
H 1.59 -1.82 1.74 -0.0001
H 3.19 -2.57 1.54 0.0000
H 1.83 -3.78 0.03 0.0004
H 2.62 -2.58 -1.00 0.0000
H 1.67 -3.69 -2.42 0.0009
H 0.81 -5.22 -3.89 -0.0002
H -1.41 -5.95 -4.13 0.0008
H -3.29 -5.07 -3.04 -0.0003
H -3.47 -3.16 -1.79 0.0009
H -3.15 0.12 -0.67 0.0002
H -3.82 -1.50 -0.84 0.0005
H -4.67 -0.41 -2.71 0.0001
H -3.25 -1.21 -3.40 0.0001
O -1.89 1.12 0.50 0.0159
S -2.29 1.98 1.66 0.0029
C -3.62 3.03 0.85 0.0014
C -3.25 4.48 1.09 0.0003
C -1.74 4.55 0.87 0.0000
C -1.13 3.42 1.67 0.0002
H -4.58 2.76 1.29 0.0001
H -3.62 2.78 -0.21 0.0000
H -3.48 4.76 2.12 0.0000
H -3.78 5.17 0.43 0.0001
H -1.33 5.52 1.17 0.0000
H -1.52 4.41 -0.19 0.0000
H -0.99 3.69 2.72 0.0000
H -0.20 3.04 1.25 -0.0001
O 0.53 0.36 1.67 0.0258
N -0.18 0.71 2.63 0.0032
C 0.09 0.27 3.84 0.0053
C 1.20 -0.57 4.14 0.0007
N 2.11 -1.23 4.35 0.0018
C -0.75 0.66 4.92 0.0008
N -1.39 0.94 5.83 0.0021
```

The following is a DFT calculation (ωB97M-V/def2-TZVPD) of 2 unconnected molecules or ions with the total composition C25H23ClN2O10S at a distorted geometry.

Results
Kohn-Sham gap = 8.27 eV
2S+1 = 1
maximum force = 2.86 eV/A
LUMO energy = -1.18 eV
electronic energy = -2686.74207 Ha

XYZ file:
```
62
Properties=species:S:1:pos:R:3:mulliken_charge:R:1
C -4.13 3.92 -1.58 -1.2453
C -2.70 3.54 -2.08 0.2810
C -2.81 2.52 -3.20 -0.7401
O -1.61 1.80 -3.51 -0.5443
C -1.21 1.02 -2.45 0.1870
C -1.89 -0.13 -2.12 -0.5437
C -1.50 -0.88 -1.02 1.2553
C -2.22 -2.14 -0.57 -0.4278
C -3.36 -1.96 0.18 -0.4008
C -4.04 -3.07 0.66 -0.6289
C -3.46 -4.29 0.33 -0.3950
C -2.33 -4.31 -0.46 -0.3738
N -1.64 -3.28 -0.95 -0.4657
C -0.43 -0.44 -0.30 0.2721
C 0.27 0.72 -0.64 0.2202
C -0.11 1.47 -1.72 0.5999
Cl 0.74 2.92 -2.11 -0.1803
C 1.36 0.91 0.40 -0.2688
O 2.40 1.53 0.32 -0.7329
N 0.90 0.12 1.45 0.7321
C 1.56 0.12 2.75 -1.1425
C 0.54 0.60 3.81 -0.7718
C -0.18 1.91 3.42 -0.3482
S -1.73 2.19 4.30 1.3031
O -1.63 3.35 5.13 -0.6535
O -2.81 2.32 3.36 -0.6513
O -2.03 0.90 5.20 -0.4899
C 0.22 -1.01 0.97 -0.1067
O 0.20 -2.13 1.41 -0.6460
H -4.32 3.39 -0.63 0.3004
H -4.16 4.98 -1.32 0.3383
H -4.91 3.62 -2.28 0.3392
H -2.16 3.19 -1.20 -0.0387
H -2.19 4.45 -2.40 0.2819
H -3.08 3.07 -4.11 0.3496
H -3.64 1.82 -3.02 0.3533
H -2.74 -0.43 -2.72 0.6520
H -3.72 -0.96 0.38 0.4840
H -4.93 -2.98 1.28 0.4311
H -3.89 -5.22 0.68 0.3633
H -1.93 -5.30 -0.72 0.4007
H 1.82 -0.90 3.05 0.3873
H 2.46 0.73 2.76 0.4815
H 1.11 0.81 4.73 0.4305
H -0.20 -0.16 4.06 0.5251
H 0.45 2.76 3.68 0.3978
H -0.45 1.98 2.36 0.0589
H -2.99 0.75 5.20 0.3557
O 6.42 -4.04 -1.19 -0.6250
C 5.87 -2.96 -1.29 0.9955
C 5.39 -2.19 -0.15 -0.8340
C 4.78 -1.01 -0.32 0.4661
O 4.34 -0.31 0.73 -0.6103
C 4.56 -0.44 -1.70 0.8908
O 3.99 0.62 -1.82 -0.5539
C 5.06 -1.20 -2.84 -1.1410
C 5.67 -2.38 -2.66 0.4242
O 6.14 -3.10 -3.67 -0.5819
H 5.56 -2.62 0.83 0.4369
H 3.91 0.52 0.41 0.3721
H 4.91 -0.78 -3.82 0.4238
H 6.53 -3.90 -3.27 0.3515
```

The following is a DFT calculation (ωB97M-V/def2-TZVPD) of C2H2N2OS in the gas phase at a distorted geometry.

Results
Kohn-Sham gap = 9.06 eV
2S+1 = 1
energy above the lowest of the compared OMol25 structures with the same formula, charge and spin = 3.050 eV
maximum force = 2.28 eV/A
LUMO energy = -0.73 eV
electronic energy = -660.23560 Ha

XYZ file:
```
8
Properties=species:S:1:pos:R:3:mulliken_charge:R:1
H 1.36 -0.07 -1.03 0.2729
N 0.85 -0.90 -1.37 -0.4859
C -0.30 -1.02 -0.94 0.1114
O -1.01 -0.33 0.05 -0.1119
N -0.53 0.91 0.44 -0.4646
C -0.12 1.23 1.56 0.6086
S 0.59 1.98 2.72 -0.3012
H -0.83 -1.80 -1.42 0.3707
```